Entry 1:
Molecular formula: C24H48NO16PS2
Method: DFT, wB97M-V/def2-TZVPD

Values from the calculation:
- HOMO-LUMO gap: 9.283 eV
- Structure (SMILES): NCC[C@@]1([PH2]=S)C[C@H](CC=O)CS(=O)(=O)O1.CCOC(=O)OC.CCOC(=O)OC.CCOC(=O)OC.CCOC(=O)OC
- Multiplicity: 1
- HOMO level: -9.080 eV
- LUMO level: 0.00747 hartree

Geometry (Å):
1 N 11.662 1.818 2.777
2 C 10.832 2.659 1.895
3 C 9.346 2.305 1.955
4 C 8.388 3.030 0.996
5 P 9.028 3.188 -0.753
6 S 7.915 4.207 -1.959
7 C 7.041 2.324 0.886
8 C 6.375 2.204 2.255
9 C 5.102 1.313 2.181
10 C 5.096 0.338 3.324
11 O 5.671 -0.715 3.279
12 C 6.057 3.615 2.799
13 S 6.898 4.993 2.026
14 O 6.089 5.386 0.916
15 O 7.267 5.935 3.037
16 O 8.275 4.393 1.490
17 H 11.172 1.656 3.652
18 H 11.765 0.901 2.356
19 H 11.236 2.527 0.891
20 H 10.979 3.695 2.207
21 H 9.211 1.220 1.877
22 H 9.009 2.588 2.959
23 H 9.162 1.828 -1.082
24 H 10.337 3.667 -0.654
25 H 7.233 1.320 0.491
26 H 6.378 2.824 0.175
27 H 7.069 1.723 2.944
28 H 4.199 1.924 2.230
29 H 5.110 0.722 1.263
30 H 4.560 0.623 4.244
31 H 6.191 3.701 3.878
32 H 5.016 3.855 2.573
33 C 3.945 -3.359 2.763
34 C 2.653 -3.305 1.981
35 O 1.867 -4.501 2.137
36 C 1.174 -4.590 3.268
37 O 1.119 -3.757 4.137
38 O 0.532 -5.758 3.272
39 C -0.221 -6.017 4.460
40 H 4.513 -4.252 2.496
41 H 4.550 -2.481 2.550
42 H 3.754 -3.389 3.835
43 H 2.848 -3.245 0.912
44 H 2.052 -2.440 2.264
45 H -0.900 -5.196 4.676
46 H 0.447 -6.171 5.305
47 H -0.783 -6.925 4.262
48 C -2.325 -3.060 2.188
49 C -1.218 -2.030 2.185
50 O -1.224 -1.255 0.975
51 C -2.154 -0.304 0.908
52 O -2.954 -0.034 1.766
53 O -2.047 0.297 -0.274
54 C -3.040 1.299 -0.518
55 H -2.266 -3.681 1.293
56 H -2.245 -3.701 3.066
57 H -3.300 -2.575 2.204
58 H -0.246 -2.515 2.207
59 H -1.282 -1.371 3.050
60 H -3.069 2.022 0.294
61 H -4.017 0.833 -0.638
62 H -2.756 1.791 -1.443
63 C -6.436 -1.805 -5.629
64 C -5.067 -1.363 -5.162
65 O -5.062 -1.022 -3.765
66 C -5.018 -2.056 -2.928
67 O -4.949 -3.218 -3.230
68 O -5.050 -1.578 -1.682
69 C -5.060 -2.588 -0.668
70 H -7.183 -1.047 -5.391
71 H -6.432 -1.963 -6.707
72 H -6.730 -2.737 -5.147
73 H -4.764 -0.448 -5.669
74 H -4.312 -2.124 -5.353
75 H -4.242 -3.291 -0.812
76 H -6.012 -3.116 -0.674
77 H -4.936 -2.076 0.283
78 C -11.982 0.818 -2.932
79 C -10.516 1.179 -3.021
80 O -10.038 1.148 -4.377
81 C -10.356 2.205 -5.119
82 O -10.972 3.173 -4.755
83 O -9.861 2.017 -6.343
84 C -10.157 3.066 -7.269
85 H -12.165 -0.147 -3.406
86 H -12.287 0.756 -1.887
87 H -12.599 1.566 -3.427
88 H -9.905 0.445 -2.500
89 H -10.317 2.159 -2.590
90 H -9.857 4.031 -6.869
91 H -11.222 3.078 -7.498
92 H -9.588 2.839 -8.165

Atomic forces in eV per Å
N -0.434 -0.064 -0.217
C 0.360 -0.321 0.302
C -0.194 0.092 0.219
C 0.283 0.064 -0.271
P -0.634 0.520 -0.432
S 0.072 -0.156 0.099
C -0.011 -0.375 0.197
C -0.220 0.265 -0.128
C 0.077 0.120 0.133
C -0.086 0.052 0.065
O 0.266 -0.191 0.009
C -0.346 -0.237 0.138
S -0.278 0.269 0.121
O 0.206 -0.049 0.092
O 0.004 -0.193 -0.318
O 0.100 -0.142 0.181
H 0.132 0.114 0.078
H 0.066 0.026 0.047
H 0.006 0.152 0.016
H -0.067 0.057 -0.258
H 0.053 0.064 -0.195
H 0.000 -0.166 -0.019
H 0.298 -0.118 0.139
H 0.117 -0.136 0.168
H -0.004 0.079 0.045
H 0.103 0.127 0.030
H 0.070 -0.019 -0.070
H 0.012 -0.015 -0.204
H -0.036 0.108 -0.015
H -0.078 0.135 0.109
H 0.154 0.017 -0.097
H 0.077 0.083 0.081
C -0.075 -0.256 0.077
C 0.129 0.238 -0.099
O -0.029 -0.037 -0.006
C 0.043 -0.015 -0.035
O -0.024 0.026 0.039
O -0.009 -0.021 -0.001
C -0.067 -0.065 0.016
H 0.016 0.034 -0.058
H -0.013 -0.076 -0.034
H -0.032 0.056 0.000
H -0.043 -0.088 -0.015
H -0.022 -0.037 0.070
H 0.026 0.031 0.016
H 0.001 0.051 0.017
H 0.025 -0.010 -0.033
C -0.142 0.026 -0.156
C 0.002 -0.197 0.244
O 0.088 0.029 -0.014
C 0.022 -0.049 -0.069
O -0.051 -0.001 0.026
O 0.011 0.024 0.007
C -0.105 0.103 -0.102
H 0.061 -0.053 0.040
H 0.040 0.007 0.012
H 0.007 0.008 0.073
H 0.042 0.064 -0.117
H -0.065 0.081 -0.057
H -0.005 -0.036 0.044
H -0.011 0.002 0.039
H 0.066 -0.066 -0.016
C -0.122 -0.004 0.171
C 0.046 -0.014 -0.296
O -0.009 0.029 0.036
C 0.069 0.096 -0.011
O -0.037 -0.062 -0.014
O -0.004 -0.008 0.099
C 0.029 -0.016 0.194
H 0.014 0.033 -0.063
H 0.023 0.014 -0.015
H 0.050 -0.028 -0.019
H -0.006 0.052 0.083
H -0.025 -0.050 0.083
H -0.026 -0.031 -0.069
H 0.030 -0.068 -0.058
H -0.008 0.134 -0.069
C -0.040 0.008 -0.162
C -0.040 -0.029 0.264
O 0.026 -0.043 -0.049
C 0.067 -0.021 0.009
O -0.052 0.045 0.008
O 0.004 -0.018 -0.025
C 0.034 0.021 -0.087
H 0.015 -0.029 0.054
H 0.013 -0.007 0.017
H 0.017 0.034 0.030
H 0.043 -0.020 -0.072
H -0.029 0.043 -0.072
H -0.027 0.008 0.031
H -0.014 0.034 0.038
H 0.005 -0.042 0.012

Löwdin population analysis, charges in e, atoms 1 to 5: 0.00 -0.28 -0.16 -0.62 0.41



Entry 2:
Molecular formula: C24H48O18
Method: DFT, wB97M-V/def2-TZVPD

Values from the calculation:
- HOMO-LUMO gap: 11.065 eV
- Structure (SMILES): CCOC(=O)OC.CCOC(=O)OC.CCOC(=O)OC.CCOC(=O)OC.CCOC(=O)OC.CCOC(=O)OC
- Multiplicity: 1
- HOMO level: -10.678 eV
- LUMO level: 0.01422 hartree
- ΔE to the lowest compared entry with this formula, charge and spin: 109.7 kcal/mol

Geometry (Å):
1 C 7.842 -1.760 0.141
2 C 6.595 -2.624 -0.211
3 O 6.654 -4.016 0.020
4 C 5.531 -4.733 0.502
5 O 4.392 -4.266 0.732
6 O 5.950 -5.981 0.612
7 C 5.067 -6.958 1.134
8 H 8.188 -1.751 1.175
9 H 7.796 -0.702 -0.120
10 H 8.722 -2.146 -0.373
11 H 6.291 -2.445 -1.242
12 H 5.803 -2.253 0.440
13 H 4.555 -6.609 2.031
14 H 5.635 -7.834 1.444
15 H 4.483 -7.249 0.261
16 C 2.010 1.797 6.054
17 C 3.375 2.427 6.134
18 O 4.093 2.324 4.909
19 C 3.926 3.272 4.003
20 O 3.275 4.317 4.190
21 O 4.849 3.088 3.006
22 C 4.972 4.165 2.043
23 H 1.408 1.589 6.938
24 H 2.043 0.856 5.505
25 H 1.406 2.337 5.325
26 H 3.851 1.801 6.888
27 H 3.526 3.402 6.597
28 H 4.837 3.902 0.994
29 H 5.989 4.555 2.036
30 H 4.310 5.000 2.276
31 C -4.424 -1.949 4.847
32 C -5.712 -2.647 4.465
33 O -5.988 -2.658 3.082
34 C -6.236 -1.491 2.437
35 O -6.325 -0.404 2.949
36 O -6.358 -1.770 1.106
37 C -6.243 -0.709 0.188
38 H -3.535 -2.485 4.516
39 H -4.334 -2.029 5.931
40 H -4.400 -0.882 4.625
41 H -6.547 -2.132 4.940
42 H -5.688 -3.701 4.742
43 H -5.459 -0.908 -0.542
44 H -6.366 0.327 0.503
45 H -7.077 -0.817 -0.506
46 C -2.052 11.861 -9.721
47 C -1.713 10.726 -8.697
48 O -1.944 9.411 -9.240
49 C -2.895 8.613 -8.693
50 O -3.637 8.958 -7.824
51 O -2.867 7.441 -9.313
52 C -3.753 6.295 -8.915
53 H -3.057 11.744 -10.126
54 H -1.402 11.880 -10.596
55 H -1.975 12.826 -9.219
56 H -2.236 11.000 -7.780
57 H -0.632 10.795 -8.571
58 H -4.075 6.502 -7.895
59 H -3.289 5.320 -8.767
60 H -4.520 6.195 -9.683
61 C -2.924 -7.175 1.452
62 C -2.086 -8.133 2.229
63 O -2.346 -8.041 3.625
64 C -1.484 -8.673 4.508
65 O -0.484 -9.377 4.292
66 O -2.003 -8.474 5.800
67 C -1.312 -9.097 6.895
68 H -2.889 -6.151 1.824
69 H -3.948 -7.451 1.702
70 H -2.649 -7.203 0.398
71 H -1.016 -8.022 2.047
72 H -2.355 -9.093 1.789
73 H -1.793 -8.953 7.863
74 H -0.301 -8.704 7.004
75 H -1.246 -10.185 6.924
76 C -0.406 0.284 -0.378
77 C 0.423 1.441 -1.041
78 O 0.035 1.690 -2.356
79 C 0.850 2.177 -3.294
80 O 2.023 2.515 -3.094
81 O 0.142 2.210 -4.366
82 C 0.708 2.855 -5.522
83 H -0.332 -0.666 -0.907
84 H -1.471 0.481 -0.501
85 H -0.137 0.002 0.639
86 H 1.511 1.411 -1.105
87 H 0.181 2.338 -0.472
88 H 0.731 3.938 -5.409
89 H 0.212 2.688 -6.478
90 H 1.730 2.553 -5.755

Atomic forces in eV per Å
C 1.037 -1.330 -0.195
C -1.141 1.885 1.031
O -0.634 -1.846 0.868
C -1.297 2.783 -0.390
O 3.794 -1.555 -0.632
O 0.831 0.680 0.347
C -0.184 -0.473 -0.282
H -0.670 -0.369 0.317
H -0.735 -0.166 -0.347
H 0.032 -0.046 -0.348
H 0.138 -0.044 -0.058
H -0.331 0.163 -0.251
H -0.457 0.179 -0.482
H 0.409 0.258 -0.207
H -0.806 -0.119 0.633
C -1.282 0.289 -2.035
C 0.157 -0.823 1.925
O 0.011 -0.823 -0.438
C 0.636 3.758 0.655
O 0.944 -2.809 -0.905
O -1.213 0.211 -0.075
C 0.236 0.780 -0.031
H 0.531 0.504 0.284
H 0.697 -0.411 0.339
H -0.403 0.586 0.360
H 0.967 -0.291 -0.526
H -0.803 0.390 -0.637
H -0.555 -0.865 0.288
H 0.148 -0.212 0.628
H -0.075 -0.290 0.155
C 0.310 -0.351 0.716
C -0.180 0.824 0.515
O -0.122 0.421 -2.057
C 0.329 -0.329 0.022
O 0.022 -0.539 -0.318
O 0.449 -0.019 1.775
C -1.378 0.144 -2.117
H -0.042 0.202 -0.553
H -0.198 0.089 0.231
H -0.010 -0.225 -0.325
H -0.052 -0.177 0.315
H -0.083 0.142 0.052
H 0.843 0.284 0.782
H 0.707 -0.331 0.782
H -0.581 -0.145 0.177
C -0.190 -0.936 0.041
C 0.224 1.493 -1.295
O -0.308 -0.361 0.166
C 0.144 0.645 -0.134
O -0.493 -0.088 0.652
O 0.211 -2.058 -0.478
C 0.267 1.583 0.805
H -0.168 0.047 0.265
H 0.248 -0.178 0.171
H -0.029 -0.039 0.040
H -0.063 -0.905 0.054
H -0.061 -0.276 0.443
H -0.808 0.379 -0.341
H 1.117 0.413 -0.778
H -0.092 0.277 0.393
C -0.674 0.908 1.103
C 1.308 -0.595 -0.842
O 1.145 -0.915 1.864
C 0.627 -1.587 0.852
O -2.970 2.433 0.006
O 0.373 -0.330 -1.586
C 0.835 -0.274 0.548
H 0.553 0.142 -0.112
H -0.289 -0.134 -0.835
H -0.385 -0.120 0.081
H 0.065 0.185 0.116
H 0.103 -0.552 0.709
H -0.671 0.967 -0.463
H 0.004 0.021 -0.272
H -0.025 -0.134 -1.169
C 0.480 -0.326 -1.572
C 0.415 0.181 1.478
O -1.643 -0.507 -1.170
C 2.810 0.238 3.022
O -2.226 -0.531 -0.852
O -0.710 0.475 -3.184
C 1.064 0.709 -0.594
H 0.523 0.005 -0.400
H 0.009 0.492 0.492
H 0.017 0.764 0.079
H 0.092 -0.770 0.773
H 0.087 0.163 0.140
H -0.084 -0.027 0.427
H -0.941 -0.619 0.683
H 0.113 -0.244 0.687

Löwdin population analysis, charges in e, atoms 1 to 5: -0.06 -0.23 0.00 -0.49 0.08